[1]
94
Properties=species:S:1:pos:R:3:forces:R:3 method="wB97M-V/def2-TZVPD" e_homo_ha=-0.3256 charge=+1 orbital_gap_ev=4.47
Sc 0.0831 -0.1870 -0.5519 0.3 0.6 -0.4
S -2.5667 8.3530 0.1853 0.3 0.1 0.0
P -2.0438 -1.7969 -0.1189 -0.6 0.5 0.3
P 2.1809 -1.7615 -0.3020 0.6 -0.5 0.7
Si 0.1005 -0.2848 2.0490 0.0 -0.2 0.7
O -2.8739 9.4719 -0.6697 0.1 0.0 0.0
O -2.4057 8.6424 1.5961 0.1 0.0 0.0
O -3.3089 7.1395 -0.0974 0.0 -0.2 -0.1
N 0.5572 1.9101 -0.7763 0.2 0.1 0.2
N -0.5964 6.5939 -0.2549 0.3 -0.2 0.0
N 0.0976 8.8249 -0.5129 0.2 0.1 -0.1
C 3.1613 -4.2007 -1.3686 0.0 0.1 0.0
C 1.1111 -4.2755 -0.0943 0.1 0.1 0.0
C 3.7795 -2.3981 1.8545 0.0 0.0 0.0
C -3.7664 1.7959 -1.3141 0.0 0.0 0.0
C 2.0561 -6.3005 -0.9686 0.0 0.0 0.0
C 1.6791 2.5731 -1.1088 0.1 0.0 -0.1
C 3.1006 -5.5790 -1.5244 0.0 -0.1 0.0
C -4.4277 -2.4699 -1.5417 0.1 0.1 0.1
C -1.9147 -1.0931 3.9182 0.0 0.0 0.0
C 5.5442 0.0698 -2.8361 0.0 0.0 0.0
C 0.2664 1.2589 3.1477 -0.1 -0.1 -0.4
C -1.7427 0.0920 -2.1454 -0.6 -0.2 -0.1
C -0.8232 7.8952 -0.2599 -0.8 0.0 0.2
C -2.4619 -0.2020 -0.9711 0.1 -0.3 0.0
C -0.4753 2.6330 -0.2873 0.0 0.0 0.1
C -3.7654 -1.9973 2.0766 0.0 0.0 -0.1
C 1.7947 3.9427 -1.0048 0.0 0.0 0.0
C -3.4676 0.6702 -0.5575 0.1 0.1 0.1
C -3.3317 -2.9000 -0.7996 0.5 -0.2 -0.2
C -5.1888 -4.7456 -1.7355 0.0 0.0 0.0
C 4.6643 -0.4184 -0.6470 -0.1 0.0 0.1
C -3.1611 -4.2629 -0.5476 0.0 0.1 0.1
C 1.6669 7.0439 -0.7811 0.1 -0.2 0.0
C -4.0903 -5.1799 -1.0070 0.0 -0.1 0.0
C 5.6430 0.1448 -1.4548 0.1 0.0 0.0
C 2.1673 -3.5494 -0.6491 -0.3 0.1 -0.2
C 2.5851 -1.7737 1.4841 0.0 0.0 -0.1
C 1.6891 -1.2997 2.4571 -0.3 0.2 -0.3
C -2.5056 -1.5812 1.6441 0.1 -0.2 0.0
C 3.5829 -1.0722 -1.2294 -0.3 0.1 -0.1
C -4.0993 -1.9497 3.4210 0.0 0.0 0.0
C -3.0576 2.0698 -2.4795 0.0 0.0 0.0
C 3.2442 -2.0629 4.1641 0.0 0.0 0.0
C 1.0608 -5.6489 -0.2509 0.0 0.0 0.0
C -0.4511 3.9932 -0.1728 0.0 0.0 0.0
C 2.0483 -1.4707 3.7963 0.0 0.0 0.1
C 0.6337 6.1599 -0.5163 -0.2 0.6 0.0
C 1.3253 8.3963 -0.7680 -0.2 0.0 0.0
C 0.7039 4.6888 -0.5548 0.0 -0.3 0.0
C -3.1656 -1.5131 4.3463 0.0 0.0 0.0
C 3.4722 -1.1204 -2.6239 0.0 0.0 0.1
C -5.3540 -3.3945 -2.0013 0.0 -0.1 0.0
C 4.1175 -2.5257 3.1885 0.0 0.0 0.0
C -1.5534 -1.1138 2.5726 0.3 0.1 -0.2
C 4.4535 -0.5604 -3.4230 0.0 0.0 -0.1
C -2.0428 1.2202 -2.8983 0.0 0.0 -0.1
H 1.3740 -1.1336 4.5752 0.0 0.0 0.0
H 2.0169 -7.3748 -1.0893 0.0 0.0 0.0
H -2.3037 -4.5981 0.0259 0.0 -0.1 0.0
H -1.3614 2.0835 0.0188 0.0 0.0 0.0
H -0.6321 1.8768 3.0967 0.0 0.0 0.0
H 4.4384 -2.8015 1.0939 0.0 0.0 0.0
H 6.4887 0.6447 -1.0013 0.0 0.0 0.0
H -4.4951 -2.3660 1.3676 0.0 0.0 0.0
H -1.2023 -0.7364 4.6532 0.0 0.0 0.0
H 0.2521 -6.2162 0.1915 0.0 0.0 0.0
H 2.7201 4.4180 -1.2979 0.0 0.0 0.0
H -1.4983 1.4349 -3.8086 0.0 0.0 0.0
H 6.3144 0.5043 -3.4591 0.0 0.0 0.0
H -1.0125 -0.6423 -2.5314 -0.2 0.1 -0.1
H -3.2981 2.9470 -3.0650 0.0 0.0 0.0
H 3.4969 -2.1666 5.2112 0.0 0.0 0.0
H -3.9562 -6.2335 -0.8016 0.0 0.0 0.0
H 1.1145 1.8624 2.8168 0.0 0.0 0.0
H 0.4371 1.0047 4.1947 0.0 -0.1 0.0
H -4.5800 -1.4225 -1.7600 0.0 0.0 0.0
H -3.4124 -1.4891 5.3997 0.0 0.0 0.0
H -4.0111 0.4608 0.3565 0.0 0.0 0.0
H 2.6221 -1.6220 -3.0778 0.0 0.0 -0.1
H -4.5493 2.4710 -0.9930 0.0 0.0 0.0
H -1.3106 4.5575 0.1706 0.0 0.0 0.0
H 3.8762 -6.0906 -2.0787 0.0 0.0 0.0
H 2.4991 1.9758 -1.4943 0.0 0.0 0.0
H 5.0512 -2.9955 3.4681 0.0 0.0 0.0
H -5.9138 -5.4607 -2.1004 0.0 0.0 0.0
H 0.3515 -3.7541 0.4792 0.0 -0.1 0.0
H 4.3710 -0.6125 -4.5006 0.0 0.0 0.0
H 3.9835 -3.6435 -1.7990 0.0 0.0 0.0
H 4.7433 -0.3475 0.4298 0.0 0.0 0.0
H -6.2088 -3.0551 -2.5708 0.0 0.0 0.0
H 2.6834 6.7282 -0.9762 0.0 0.0 0.0
H -5.0847 -2.2589 3.7429 0.0 0.0 0.0
H 2.0674 9.1573 -0.9830 0.0 0.0 0.0

[2]
104
Properties=species:S:1:pos:R:3:forces:R:3 method="wB97M-V/def2-TZVPD" e_homo_ha=-0.1905 charge=-1 orbital_gap_ev=4.76
I 2.3785 0.2337 -1.6969 1.4 0.8 -0.3
I 6.8551 2.7811 -2.6457 -1.1 -0.6 0.3
Cl 5.7776 7.3246 -2.7074 -0.8 -1.3 0.9
Cl 4.8298 5.1211 -4.7672 -0.5 -0.4 1.8
F 0.6793 2.4489 -3.5384 -0.2 2.2 0.3
O -4.6205 -7.2616 -1.4182 0.1 -0.2 0.2
O 2.7569 3.2467 -3.7207 -2.6 0.9 -1.0
O -2.4445 4.6573 0.1308 -0.2 0.1 0.6
O -0.3723 -3.8294 7.1627 0.2 0.1 -0.2
O 4.8458 -3.4557 -0.6081 -0.2 -0.3 0.1
O 2.5791 3.6132 -1.4696 0.2 1.7 -0.9
O -1.2034 -1.3740 0.7619 -0.3 -0.2 0.1
O -5.8176 -3.5445 2.2178 0.3 0.1 -0.1
O -1.7979 -10.1192 2.0442 -0.2 0.1 -0.2
O 0.1933 -5.5576 0.8359 0.1 -0.1 0.1
O -0.3097 5.4077 -4.4863 -1.5 -2.0 0.8
O -2.4531 5.6487 5.3393 0.0 0.0 -0.3
O 2.3831 -2.5741 2.8103 -0.1 -0.1 0.4
N 1.6393 5.8609 -1.9298 0.7 -0.1 -1.4
C -1.4575 4.6245 -4.1731 -3.6 -2.6 1.3
C 1.2651 -5.0734 0.5034 -0.1 0.3 -0.1
C -1.8871 3.3777 -5.0141 -1.5 0.9 2.3
C -1.9244 -8.1951 0.6956 0.0 0.2 -0.1
C -2.3448 -3.2852 1.5251 -0.1 -0.2 0.1
C 0.8643 4.5965 -4.7680 1.8 0.1 -0.8
C -2.4465 4.8859 1.3251 0.0 -0.1 -0.5
C -3.7831 -9.9042 0.7997 -0.3 0.0 -0.2
C 4.6943 5.7301 -0.5090 0.2 1.0 -0.1
C 0.7469 -4.5849 5.2359 0.2 -0.1 -0.3
C -4.6755 -1.6341 1.4546 0.2 0.3 -0.1
C -3.1216 6.0793 1.8783 -0.1 0.2 0.3
C 0.2609 -3.5416 6.1638 -0.2 -0.1 0.4
C -3.9730 -7.9168 -0.6233 -0.2 0.3 -0.3
C 0.2579 4.0729 -1.0371 0.0 0.2 -1.0
C 4.7333 2.2493 -2.3162 -1.0 -3.8 1.1
C -2.6353 -7.4760 -0.1741 0.3 0.0 0.2
C 3.6748 -5.3480 0.1520 -0.1 -0.3 0.1
C -4.7581 -3.0466 1.8844 -0.4 -0.2 0.1
C 2.5062 -5.8764 0.5162 0.2 -0.1 0.0
C 4.4501 4.8288 -2.9731 1.9 3.7 2.1
C -3.9631 2.8309 -3.3904 2.8 2.6 -0.5
C 4.4628 0.9001 -1.9853 2.4 2.2 -0.5
C -2.3603 4.9318 -2.9244 -0.4 -1.9 -1.7
C 1.3684 -3.6658 0.0740 0.1 0.0 -0.2
C 1.7507 -2.8619 3.8083 0.3 0.2 -0.4
C -3.1244 6.3271 3.1887 -0.1 0.1 -0.3
C 4.8978 5.8343 -2.0844 -0.6 -2.3 -1.2
C -3.5049 -3.8308 1.8926 0.3 0.0 -0.1
C -3.5973 4.0702 -2.5277 2.4 -0.8 -3.4
C -2.4451 -9.4631 1.2488 0.3 -0.2 0.3
C 1.4033 3.7278 -3.5410 2.6 -1.6 -0.1
C 3.7787 -3.9361 -0.2785 0.2 0.4 -0.1
C 0.5727 -2.1352 5.8315 0.1 0.2 -0.2
C 1.2647 -1.8187 4.7361 -0.2 0.1 0.3
C 1.4388 -4.2686 4.1406 -0.1 -0.2 0.2
C -4.4939 -9.1853 -0.0700 0.0 -0.3 0.2
C -2.4516 5.4205 4.1435 0.1 0.0 0.4
C -3.5156 -1.0880 1.0870 -0.3 0.1 0.1
C 2.5364 -3.1351 -0.2906 -0.3 0.0 0.0
C 1.4943 4.3870 -2.0674 -1.8 -1.5 3.1
C -1.7766 4.2275 3.5902 0.1 -0.2 -0.3
C -2.2624 -1.8722 1.0953 0.3 0.2 -0.1
C 5.5645 -0.2599 -1.7975 -1.7 -0.9 -0.4
C -1.7737 3.9796 2.2796 0.1 -0.2 0.3
C -3.1060 2.5046 -4.6488 0.7 2.7 2.3
B 3.6229 3.4474 -2.5103 -0.7 1.0 -1.4
H -4.1776 4.3816 -1.5847 1.0 -0.7 -1.8
H -1.2511 3.1202 -5.9231 -1.1 0.2 1.4
H -3.3757 1.5908 -5.2851 0.6 1.6 1.0
H 1.0301 6.3857 -2.5699 0.3 -0.5 0.4
H -3.4378 -0.0555 0.7688 0.0 0.0 0.0
H 0.7403 3.9234 -0.0114 -0.7 0.1 -1.4
H -3.6088 6.7333 1.1654 0.0 0.0 0.0
H 1.4787 6.1875 -0.9704 0.0 -0.6 -0.7
H -1.2893 3.5737 4.3029 0.0 0.0 0.0
H 1.5009 -0.7938 4.4775 0.0 0.0 -0.1
H 2.6250 -2.1001 -0.6086 0.1 -0.2 0.1
H -4.8569 2.2082 -3.0577 1.4 0.8 -0.8
H -5.6026 -1.0746 1.4553 0.0 0.0 0.0
H 1.8016 -5.0197 3.4498 0.0 0.0 0.0
H 5.0384 -1.2371 -2.1281 0.9 1.5 0.6
H 5.8420 -0.4362 -0.6922 -0.3 0.6 -1.7
H -1.2836 3.1111 1.8567 0.0 0.0 -0.1
H -5.4754 -9.4936 -0.4086 0.0 0.0 0.0
H 5.4942 6.3173 0.0869 -1.1 -0.9 -1.3
H 0.4489 -3.0929 0.0721 0.0 0.1 0.0
H 4.5938 -5.9211 0.1546 0.0 0.0 0.0
H -1.4174 -3.8459 1.5244 0.0 0.0 0.0
H -0.3742 5.0399 -1.0269 0.8 -2.0 0.1
H 0.5106 -5.6098 5.4942 0.0 0.0 0.0
H 0.2098 -1.3843 6.5223 0.0 0.0 0.0
H 3.6910 6.2528 -0.2695 1.5 -1.1 -0.3
H 4.7392 4.6578 -0.1087 -0.4 1.5 -0.9
H -0.9429 -7.8859 1.0339 0.0 0.1 0.0
H 6.4688 -0.1470 -2.4813 -1.2 0.2 1.2
H -2.1021 5.8208 -2.2512 -0.4 -1.5 -1.2
H -3.5827 -4.8633 2.2106 0.0 0.0 0.0
H 2.4124 -6.9077 0.8349 0.0 0.0 0.0
H 1.7109 5.3410 -5.0300 -1.4 -1.1 0.6
H -0.3632 3.1666 -1.3641 0.9 1.3 0.7
H -4.1486 -10.8354 1.2142 0.0 0.0 0.0
H 0.7105 3.9828 -5.7364 0.2 0.6 1.9
H -2.2692 -6.5447 -0.5883 0.0 0.0 0.0
H -3.6143 7.1955 3.6112 0.0 0.0 0.0

[3]
105
Properties=species:S:1:pos:R:3:forces:R:3 method="wB97M-V/def2-TZVPD" e_homo_ha="-0.5076 / -0.5076" charge=+3 e_above_lowest_kj_mol=13.74 orbital_gap_ev="4.06 / 3.85"
Ru 1.2000 1.2910 -2.6097 -1.8 0.1 -1.4
Br -2.2544 4.4669 -4.5984 0.0 0.0 0.0
Br 1.3297 4.3581 -8.8901 0.0 0.1 -0.2
F -3.4390 -1.2005 1.8180 0.1 0.0 0.0
O -0.0843 0.9987 -1.0615 0.0 0.3 0.4
O -0.2982 2.3456 -3.5461 0.8 -1.6 1.7
O 1.7836 2.9935 -1.9193 0.4 0.1 -0.3
O 2.0038 -4.4756 0.6877 0.0 -0.1 0.1
O 1.1295 5.0424 -1.3627 0.0 -0.1 -0.1
N 4.4384 -0.5614 -0.5950 0.0 0.1 -0.2
N 1.0681 -5.7179 2.2434 0.2 0.0 0.0
N 0.6634 -0.6821 -3.1603 0.0 0.1 0.5
N -4.1888 0.6694 3.8418 0.1 0.0 0.0
N -6.3128 0.9526 5.2676 0.0 0.0 0.0
N 3.5232 -0.5133 0.3886 -0.1 0.1 0.0
N -0.4114 -2.5624 -3.1677 0.0 0.1 -0.1
N 1.9902 1.4572 -4.5335 0.0 0.6 0.7
N 2.3896 -5.4685 2.6139 -0.2 0.0 0.0
N 2.7092 0.4166 -1.4674 0.0 0.2 0.0
N 0.8774 -2.8884 -3.4037 0.0 0.0 0.1
N -1.1765 3.7989 1.7180 0.1 0.0 0.0
C 1.6579 2.7339 -6.5608 0.0 0.3 -0.5
C 5.7161 -1.3058 -0.4298 0.0 -0.1 -0.1
C -0.3286 -5.0157 0.3171 0.0 0.0 0.0
C 6.4219 -2.4098 1.7299 0.0 0.0 0.0
C -2.6440 -4.7661 -1.1901 0.0 0.0 0.0
C -0.4320 1.9269 -0.2464 0.1 -0.1 -0.3
C 3.9622 0.0242 -1.6875 0.1 -0.3 -0.1
C -0.3574 4.1209 0.7178 0.0 0.0 0.0
C 4.1899 -4.0592 1.6381 0.0 0.0 0.1
C 0.0463 2.8225 -4.6652 1.1 0.6 -1.6
C 5.5649 -2.3510 0.6441 -0.1 0.0 0.0
C -1.5179 -5.5725 0.7802 0.0 0.0 0.0
C 3.4822 1.1910 -6.3776 0.1 -0.2 0.3
C 2.4995 0.0727 -0.1630 -0.1 -0.1 0.2
C -3.2663 0.9536 2.8198 0.0 0.0 -0.1
C -1.4724 4.7902 2.7453 0.0 0.0 0.0
C -0.3461 5.6063 3.2962 0.0 0.0 0.0
C 0.8470 3.7294 -7.2195 -0.1 -0.2 0.4
C 6.1894 -3.3308 2.7485 0.0 0.0 0.0
C 2.8945 -4.7385 1.6850 0.1 0.1 -0.1
C 1.0211 3.8489 -1.2643 -0.1 -0.2 0.4
C -0.2939 4.2401 -6.6183 0.3 0.0 -0.4
C 3.0575 0.8955 -5.0845 0.3 0.0 -0.4
C -5.1053 1.6090 5.8928 -0.1 0.0 0.0
C -2.0107 0.3344 0.8266 0.0 -0.1 0.0
C -0.2955 -4.3567 -0.9061 0.0 0.0 0.0
C -1.7480 2.5316 1.7603 -0.1 0.1 0.0
C 2.7934 2.1236 -7.1178 -0.3 0.2 0.0
C 0.8909 -5.1210 1.1204 -0.1 0.0 -0.1
C -3.8531 1.0477 5.2126 0.0 0.0 0.0
C -1.4025 1.5958 0.7751 0.0 0.1 0.2
C -5.0037 -0.5492 3.8160 0.0 0.0 0.0
C -0.5335 -1.2506 -3.0230 -0.1 0.0 0.0
C -1.4128 -3.6239 -3.0500 0.0 0.0 0.0
C 4.4776 -3.2137 0.5802 0.0 0.0 0.0
C -2.6705 -5.4411 0.0245 0.0 0.0 0.0
C -2.6789 2.2069 2.7539 0.0 -0.1 0.0
C -2.9037 0.0322 1.8095 0.0 0.0 0.1
C -6.0242 -0.4878 4.9602 -0.1 0.1 0.0
C -1.4523 -4.2327 -1.6650 0.0 0.0 0.0
C 0.0536 3.2501 -0.2688 -0.1 0.1 0.0
C 5.0638 -4.1330 2.7238 0.0 0.0 0.0
C -0.9818 4.5453 4.1426 0.0 0.0 0.0
C -0.7139 3.7993 -5.3741 0.3 -0.6 0.5
C 1.2825 2.3476 -5.2748 -1.2 0.3 0.6
C 1.4933 -1.7418 -3.3749 0.1 0.0 -0.3
H -3.0736 1.8024 5.2324 0.0 0.0 0.0
H 0.6514 5.4064 2.9300 0.0 0.0 0.0
H -1.5235 -6.1021 1.7233 0.0 0.0 0.0
H -7.1266 1.0462 5.8769 0.0 0.0 0.0
H -3.4674 0.1832 5.7638 0.0 0.0 0.0
H 3.7997 -3.1710 -0.2633 0.0 0.0 0.0
H 4.3529 0.6920 -6.7781 0.0 0.0 0.0
H -5.5242 -0.6075 2.8621 0.0 0.0 0.0
H -0.4029 3.6481 4.3177 0.0 0.0 0.0
H 6.8706 -3.3876 3.5860 0.0 0.0 0.0
H 7.2699 -1.7390 1.7928 0.0 0.0 0.0
H -1.6243 4.8496 4.9572 0.0 0.0 0.0
H 4.5204 0.1281 -2.6027 0.0 0.0 0.1
H 0.6460 -3.9716 -1.2708 0.0 0.0 0.0
H 4.8398 -4.8014 3.5442 0.0 0.0 0.0
H -2.4324 5.2700 2.6034 0.0 0.0 0.0
H 2.5536 -1.6594 -3.5362 0.0 0.0 0.0
H -1.7567 -0.4273 0.1020 0.0 0.0 0.0
H 5.9091 -1.7664 -1.3998 0.1 0.0 0.0
H 1.5756 0.2393 0.3576 0.0 0.0 0.0
H -6.9554 -0.9802 4.6914 0.0 0.0 0.0
H -6.5316 1.4358 4.3944 0.0 0.0 0.0
H -5.1280 1.3827 6.9571 0.0 0.0 0.0
H 3.1113 2.3757 -8.1204 0.0 0.0 0.0
H -1.1317 -4.3670 -3.7958 0.0 0.0 0.0
H -1.4640 -0.7375 -2.8444 0.0 0.0 0.0
H -4.4198 -1.4644 3.9386 0.0 0.0 0.0
H -0.5491 6.6444 3.5126 0.0 0.0 0.0
H -0.8694 4.9950 -7.1364 0.0 0.0 0.0
H -3.5504 -4.6810 -1.7780 0.0 0.0 0.0
H -5.2213 2.6817 5.7537 0.0 0.0 0.0
H 0.0146 5.1368 0.6994 0.0 0.0 0.0
H -5.6549 -0.9255 5.8855 0.0 0.0 0.0
H 6.5117 -0.5958 -0.2133 0.0 0.0 0.1
H -2.3771 -3.2079 -3.3375 0.0 0.0 0.0
H -3.5952 -5.8804 0.3736 0.0 0.0 0.0
H 3.6103 0.1943 -4.4756 0.0 0.0 -0.1
H -2.9548 2.9620 3.4733 0.0 0.0 0.0